Density functional theory data (ωB97M-V with the def2-TZVPD basis set) for the molecule C2H6N4S.

Highest occupied orbital energy = -9.59 eV
SMILES = [H]/N=C\NS/C=N\N
Energy relative to the best compared isomer or geometry (same formula, charge and spin) = 274.4 kJ/mol
Energy = -18964.202 eV
Orbital gap = 9.764 eV

Each line ends with the natural charge from an NBO analysis.
CARTESIAN COORDINATES (ANGSTROEM)
H: 0.586 -0.287 2.087  0.2011
N: -2.512 -0.803 0.526  -0.6683
H: -2.230 -0.226 1.275  0.3283
N: 1.771 -0.901 0.574  -0.2046
C: 0.817 -0.132 1.078  -0.1175
N: -0.814 0.245 -1.010  -0.7476
H: -0.091 -0.310 -1.550  0.4163
H: -1.958 -1.291 -1.372  0.1551
C: -1.777 -0.602 -0.543  0.2748
S: -0.045 1.284 0.154  0.3180
H: 3.228 -0.856 -0.740  0.3720
N: 2.218 -0.493 -0.722  -0.6910
H: 2.306 0.486 -0.944  0.3634